{
  "formula": "C16H47N7O6",
  "method": "ωB97M-V with the def2-TZVPD basis set",
  "orbital_gap_ev": 9.4,
  "smiles": "COC[C@H](C)N.COC[C@H](C)N.COC[C@H](C)N.NC(N)=O.NC(N)=O.CCO",
  "lumo_energy_ev": 0.54,
  "e_tot_ha": -1472.51131,
  "elements": ["C", "O", "N", "N", "H", "H", "H", "H", "C", "O", "N", "N", "H", "H", "H", "H", "C", "C", "O", "H", "H", "H", "H", "H", "H", "C", "C", "C", "O", "C", "N", "H", "H", "H", "H", "H", "H", "H", "H", "H", "H", "H", "C", "C", "C", "O", "C", "N", "H", "H", "H", "H", "H", "H", "H", "H", "H", "H", "H", "C", "C", "C", "O", "C", "N", "H", "H", "H", "H", "H", "H", "H", "H", "H", "H", "H"],
  "xyz": [[2.07, 0.54, 0.23], [2.08, 1.47, 1.04], [2.96, 0.37, -0.81], [1.17, -0.47, 0.39], [2.85, -0.51, -1.28], [3.25, 1.15, -1.39], [0.93, -0.60, 1.36], [1.29, -1.28, -0.21], [3.42, 3.81, -1.20], [3.82, 2.79, -1.79], [3.05, 3.90, 0.11], [3.49, 5.01, -1.86], [2.26, 4.49, 0.24], [2.72, 2.94, 0.54], [3.76, 4.92, -2.85], [3.62, 5.89, -1.34], [4.10, -4.64, -1.95], [2.73, -4.14, -1.50], [2.63, -2.68, -1.41], [4.26, -4.25, -2.92], [4.25, -5.70, -1.96], [4.90, -4.26, -1.32], [2.42, -4.56, -0.55], [2.07, -4.48, -2.24], [3.55, -2.36, -1.28], [-2.49, 4.13, 2.41], [-1.55, 2.93, 2.31], [-1.88, 1.94, 1.19], [-3.16, 1.35, 1.56], [-3.53, 0.44, 0.52], [-0.18, 3.34, 2.10], [-2.08, 4.98, 1.84], [-2.67, 4.43, 3.43], [-3.45, 3.90, 1.96], [-1.45, 2.33, 3.28], [-1.09, 1.12, 1.05], [-2.00, 2.55, 0.28], [-2.83, -0.36, 0.37], [-3.62, 1.04, -0.42], [-4.54, 0.09, 0.81], [0.28, 2.45, 2.01], [0.01, 3.62, 1.09], [-1.75, 0.59, -3.81], [-0.53, 0.98, -2.90], [0.83, 0.63, -3.54], [1.07, -0.72, -3.36], [2.24, -1.08, -4.13], [-0.59, 2.38, -2.62], [-2.70, 0.75, -3.26], [-1.62, -0.46, -4.08], [-1.78, 1.23, -4.70], [-0.56, 0.47, -1.97], [1.58, 1.26, -3.02], [0.94, 0.95, -4.62], [2.44, -2.15, -3.84], [3.12, -0.45, -3.75], [2.11, -0.92, -5.21], [-1.44, 2.92, -2.73], [-0.06, 2.70, -1.86], [-1.51, -3.20, 5.00], [-2.01, -2.10, 4.14], [-2.95, -2.70, 3.07], [-2.17, -3.43, 2.12], [-2.82, -3.82, 0.95], [-2.79, -1.08, 4.95], [-0.61, -3.73, 4.54], [-2.35, -3.88, 5.04], [-1.17, -2.92, 5.98], [-1.24, -1.62, 3.51], [-3.54, -1.91, 2.54], [-3.65, -3.44, 3.55], [-3.35, -4.72, 1.19], [-1.98, -4.05, 0.25], [-3.42, -3.02, 0.49], [-2.87, -0.21, 4.44], [-2.29, -0.86, 5.83]],
  "mulliken_charge": [0.52, -0.81, -0.16, -0.06, 0.06, 0.32, 0.22, 0.07, 0.56, -0.78, -0.56, -0.43, 0.28, 0.36, 0.25, 0.23, -1.20, -0.41, -0.44, 0.33, 0.38, 0.38, 0.32, 0.30, 0.28, -1.48, 0.76, -0.29, -0.37, -0.67, -0.72, 0.34, 0.33, 0.33, 0.24, -0.03, 0.21, 0.20, 0.32, 0.32, 0.22, 0.26, -1.61, 0.96, -0.27, -0.27, -0.55, -0.54, 0.39, 0.35, 0.41, -0.14, -0.02, 0.36, 0.04, 0.25, 0.36, 0.23, 0.10, -1.26, 0.97, -0.63, -0.25, -0.70, -0.75, 0.24, 0.33, 0.44, -0.17, 0.22, 0.25, 0.30, 0.19, 0.28, 0.27, 0.26]
}

---

{
  "formula": "C16H47NO13",
  "method": "ωB97M-V with the def2-TZVPD basis set",
  "relative_energy_kcal_mol": 33.05,
  "orbital_gap_ev": 9.6,
  "smiles": "COC[C@H](C)N.OCCO.OCCO.OCCO.OCCO.OCCO.OCCO",
  "lumo_energy_ev": 0.52,
  "e_tot_ha": -1670.51093,
  "elements": ["C", "C", "C", "O", "C", "N", "H", "H", "H", "H", "H", "H", "H", "H", "H", "H", "H", "C", "C", "O", "O", "H", "H", "H", "H", "H", "H", "C", "C", "O", "O", "H", "H", "H", "H", "H", "H", "C", "C", "O", "O", "H", "H", "H", "H", "H", "H", "C", "C", "O", "O", "H", "H", "H", "H", "H", "H", "C", "C", "O", "O", "H", "H", "H", "H", "H", "H", "C", "C", "O", "O", "H", "H", "H", "H", "H", "H"],
  "xyz": [[22.64, -0.02, -20.71], [22.44, 0.48, -22.15], [23.44, -0.10, -23.12], [23.27, -1.52, -23.15], [24.23, -2.14, -23.98], [21.08, 0.31, -22.64], [23.41, -0.78, -20.74], [21.73, -0.42, -20.26], [22.97, 0.77, -20.04], [22.79, 1.53, -22.10], [24.46, 0.09, -22.75], [23.46, 0.35, -24.12], [24.28, -3.23, -23.98], [25.26, -1.81, -23.76], [23.99, -1.89, -25.03], [20.66, -0.55, -22.34], [21.04, 0.33, -23.65], [25.15, -10.54, -16.74], [24.41, -9.47, -17.54], [25.21, -8.34, -17.87], [25.14, -10.27, -15.32], [26.14, -10.78, -17.13], [24.60, -11.49, -16.83], [23.63, -9.13, -16.85], [23.92, -9.93, -18.40], [25.97, -8.34, -17.29], [26.07, -10.21, -15.06], [23.68, -3.86, -19.70], [25.03, -4.43, -19.39], [25.11, -5.11, -18.15], [22.72, -4.91, -19.64], [23.62, -3.37, -20.67], [23.48, -3.03, -19.01], [25.78, -3.63, -19.43], [25.41, -5.12, -20.16], [24.52, -5.88, -18.20], [21.93, -4.67, -20.14], [21.28, -4.60, -23.63], [19.88, -4.09, -23.92], [19.94, -2.89, -24.68], [21.88, -3.82, -22.58], [22.01, -4.65, -24.43], [21.15, -5.61, -23.22], [19.25, -3.99, -23.03], [19.36, -4.86, -24.51], [19.56, -2.15, -24.21], [22.30, -3.03, -22.97], [22.05, -4.45, -15.68], [21.91, -3.33, -14.65], [22.62, -3.69, -13.48], [21.56, -4.04, -16.94], [21.43, -5.26, -15.27], [23.09, -4.77, -15.78], [20.87, -3.26, -14.29], [22.23, -2.41, -15.14], [22.53, -3.15, -12.70], [22.14, -4.42, -17.61], [24.91, -6.74, -14.70], [25.44, -5.33, -14.49], [26.77, -5.36, -14.03], [25.49, -7.70, -13.84], [25.03, -7.10, -15.73], [23.81, -6.71, -14.56], [24.78, -4.60, -14.01], [25.31, -4.91, -15.50], [27.23, -4.56, -14.31], [25.28, -8.57, -14.20], [23.04, -7.76, -21.90], [24.29, -8.26, -21.20], [25.49, -7.65, -21.66], [22.84, -8.41, -23.16], [23.18, -6.71, -22.14], [22.14, -7.85, -21.29], [24.36, -9.35, -21.38], [24.22, -8.03, -20.13], [25.49, -7.76, -22.62], [22.41, -9.25, -23.01]],
  "mulliken_charge": [-1.20, 0.56, -1.04, -0.49, -1.05, -0.73, 0.12, 0.35, 0.36, 0.28, 0.47, 0.40, 0.32, 0.39, 0.36, 0.22, 0.31, -0.83, -0.12, -0.51, -0.56, 0.39, 0.33, 0.24, 0.40, 0.23, 0.33, 0.83, -0.70, -0.36, -0.67, -0.44, 0.26, 0.32, 0.25, 0.16, 0.23, -0.25, -0.60, -0.56, -0.01, 0.41, 0.15, 0.26, 0.35, 0.31, 0.28, 0.62, -0.51, -0.49, -0.58, 0.15, -0.44, 0.31, 0.29, 0.28, 0.40, 0.72, -0.02, -0.56, -0.60, -0.44, 0.17, 0.22, -0.01, 0.31, 0.41, -0.46, 0.56, -0.56, -0.56, 0.03, 0.38, 0.32, -0.35, 0.30, 0.32]
}

---

{
  "formula": "C16H48Ag2N9O7",
  "method": "ωB97M-V with the def2-TZVPD basis set",
  "relative_energy_kcal_mol": 5.63,
  "orbital_gap_ev": 6.2,
  "lumo_energy_ev": -5.34,
  "e_tot_ha": -1951.54973,
  "charge": 1,
  "elements": ["Ag", "Ag", "C", "O", "H", "H", "H", "C", "C", "C", "O", "C", "N", "H", "H", "H", "H", "H", "H", "H", "H", "H", "H", "H", "C", "C", "C", "O", "C", "N", "H", "H", "H", "H", "H", "H", "H", "H", "H", "H", "H", "C", "C", "C", "O", "C", "N", "H", "H", "H", "H", "H", "H", "H", "H", "H", "H", "H", "C", "O", "N", "N", "H", "H", "H", "H", "C", "O", "N", "N", "H", "H", "H", "H", "C", "O", "N", "N", "H", "H", "H", "H"],
  "xyz": [[-22.98, 1.89, 8.52], [-22.58, 3.62, 11.47], [-25.29, 1.15, 10.85], [-24.31, 2.04, 10.44], [-26.10, 1.03, 10.11], [-24.93, 0.12, 10.96], [-25.86, 1.44, 11.75], [-23.43, -2.50, 9.81], [-22.68, -1.58, 8.82], [-22.16, -2.31, 7.57], [-21.61, -3.56, 7.90], [-20.93, -4.13, 6.81], [-23.54, -0.45, 8.45], [-24.41, -2.88, 9.50], [-23.46, -2.03, 10.79], [-22.84, -3.40, 9.96], [-21.81, -1.15, 9.33], [-21.35, -1.65, 7.23], [-22.96, -2.34, 6.83], [-20.12, -3.50, 6.43], [-21.64, -4.42, 6.02], [-20.49, -5.09, 7.06], [-24.03, -0.16, 9.29], [-24.27, -0.83, 7.85], [-30.69, 1.07, 10.53], [-30.35, 2.51, 10.16], [-30.96, 3.08, 8.88], [-30.32, 4.30, 8.48], [-30.88, 4.78, 7.26], [-30.88, 3.31, 11.31], [-30.86, 0.57, 9.57], [-31.59, 0.90, 11.13], [-29.85, 0.63, 11.06], [-29.28, 2.73, 10.27], [-32.03, 3.25, 9.01], [-30.95, 2.37, 8.05], [-30.65, 4.08, 6.46], [-30.55, 5.77, 6.93], [-31.96, 4.94, 7.29], [-30.58, 4.28, 11.19], [-30.50, 2.96, 12.18], [-27.38, 3.56, 13.36], [-26.08, 4.36, 13.70], [-25.80, 4.36, 15.18], [-24.58, 5.00, 15.45], [-24.24, 5.16, 16.80], [-25.00, 3.68, 12.96], [-28.32, 4.01, 13.69], [-27.40, 2.55, 13.77], [-27.39, 3.53, 12.27], [-26.10, 5.37, 13.32], [-25.70, 3.35, 15.63], [-26.63, 4.80, 15.74], [-23.43, 5.88, 16.90], [-23.89, 4.26, 17.34], [-25.10, 5.47, 17.39], [-25.31, 3.35, 12.05], [-24.75, 2.82, 13.45], [-26.99, 0.22, 6.94], [-26.80, -0.89, 7.44], [-27.81, 1.11, 7.57], [-26.54, 0.61, 5.74], [-28.02, 0.79, 8.50], [-27.95, 2.06, 7.30], [-25.72, 0.15, 5.39], [-26.80, 1.49, 5.32], [-26.69, 5.40, 8.95], [-25.76, 6.15, 8.66], [-28.00, 5.80, 8.85], [-26.54, 4.09, 9.28], [-28.18, 6.64, 8.33], [-28.82, 5.18, 8.88], [-27.20, 3.58, 9.83], [-25.56, 3.84, 9.31], [-21.72, -1.37, 13.16], [-21.63, -2.22, 14.04], [-20.62, -0.95, 12.48], [-22.86, -0.67, 12.97], [-20.78, -0.32, 11.71], [-19.68, -1.29, 12.57], [-23.05, 0.04, 12.29], [-23.51, -0.91, 13.70]],
  "mulliken_charge": [0.43, 0.60, -0.97, 0.04, 0.04, 0.36, 0.38, -1.30, 0.54, -0.75, -0.30, -0.77, -0.51, 0.26, 0.34, 0.42, 0.03, 0.32, 0.40, 0.31, 0.31, 0.27, 0.60, 0.00, -1.80, 2.15, -1.19, -0.44, -0.93, -0.83, 0.37, 0.48, 0.38, -0.86, 0.46, 0.50, 0.34, 0.34, 0.33, 0.26, 0.24, -1.10, 0.18, -0.94, -0.32, -0.78, -0.24, 0.49, 0.33, 0.07, 0.37, 0.38, 0.49, 0.25, 0.31, 0.32, -0.06, 0.27, 0.67, -0.65, -0.17, -0.39, 0.02, 0.13, 0.23, 0.18, 0.47, -0.70, -0.31, 0.01, 0.25, 0.46, -0.08, 0.07, 0.59, -0.66, -0.32, -0.25, 0.11, 0.20, 0.09, 0.18]
}